This record from OMol25 describes a single C26H37NO3 molecule. The level of theory is ωB97M-V/def2-TZVPD.

```
67
Properties=species:S:1:pos:R:3:lowdin_charge:R:1
C 3.0051 2.8759 0.2323 -0.0409
H 4.0421 3.2015 0.1965 0.0831
H 2.9846 1.7880 0.2255 0.0719
H 2.5610 3.2272 1.1611 0.0860
C 2.2364 3.4426 -0.9666 -0.3218
C 0.7989 2.9657 -0.8481 -0.4640
O -0.0778 3.5518 -0.2742 0.1284
O 0.6720 1.7650 -1.4344 0.0625
C -0.5314 1.0585 -1.3784 -0.1734
C -1.7376 1.6783 -1.6641 0.0073
C -2.9094 0.9466 -1.6392 -0.0281
C -2.8785 -0.4065 -1.3335 -0.2010
C -1.6612 -1.0132 -1.0640 0.0239
C -0.4722 -0.3018 -1.0680 -0.0950
C 0.8598 -0.9811 -0.8507 -0.2087
C 1.1921 -1.6731 -2.1581 -0.1778
C 1.8947 -0.9748 -3.1332 -0.0263
C 2.1862 -1.5569 -4.3533 -0.0809
C 1.7755 -2.8517 -4.6194 -0.0970
C 1.0705 -3.5539 -3.6578 -0.0812
C 0.7779 -2.9688 -2.4381 -0.0361
H 0.2281 -3.5354 -1.7028 0.1089
H 0.7450 -4.5648 -3.8577 0.1016
H 2.0030 -3.3104 -5.5704 0.0990
H 2.7360 -0.9996 -5.0979 0.1014
H 2.2125 0.0382 -2.9321 0.1094
C 0.9037 -1.9309 0.3507 -0.1205
H 0.0240 -2.5687 0.3683 0.0906
H 1.7858 -2.5675 0.2376 0.1261
C 1.0097 -1.2183 1.7110 -0.1628
N -0.2180 -0.5699 2.1174 -0.1192
C -0.2084 0.8816 2.0764 -0.4001
C -1.6145 1.4489 1.8670 -0.0371
H -2.1753 0.8118 1.1894 0.0721
H -2.1574 1.5332 2.8055 0.0746
H -1.5394 2.4404 1.4285 0.0706
H 0.3791 1.1391 1.1906 0.1117
C 0.4552 1.5652 3.2824 -0.0479
H 0.5203 2.6349 3.0976 0.0760
H 1.4607 1.1795 3.4432 0.0730
H -0.1295 1.4107 4.1858 0.0720
C -0.9892 -1.2073 3.1698 -0.4028
H -1.7549 -0.4838 3.4589 0.1277
C -1.7094 -2.4438 2.6224 -0.0435
H -2.2679 -2.1834 1.7277 0.0682
H -0.9974 -3.2285 2.3786 0.0742
H -2.4013 -2.8317 3.3665 0.0777
C -0.2106 -1.5918 4.4422 -0.0555
H 0.3841 -2.4900 4.2901 0.0675
H -0.9151 -1.7943 5.2455 0.0779
H 0.4499 -0.7894 4.7577 0.0647
H 1.3001 -1.9723 2.4477 0.1105
H 1.8291 -0.4909 1.6636 0.1209
H 1.6141 -0.2035 -0.6928 0.1304
H -1.6559 -2.0693 -0.8443 0.1162
C -4.1502 -1.2194 -1.2919 -0.2218
O -3.9603 -2.5854 -1.5720 -0.0606
H -3.5472 -2.6665 -2.4390 0.0950
H -4.8910 -0.7816 -1.9776 0.1220
H -4.5708 -1.1888 -0.2805 0.1293
H -3.8488 1.4307 -1.8608 0.1157
H -1.7568 2.7289 -1.9051 0.1222
C 2.2881 4.9659 -0.9840 -0.0572
H 1.7837 5.3607 -0.1057 0.0838
H 3.3197 5.3085 -0.9845 0.0800
H 1.7896 5.3562 -1.8681 0.0841
H 2.6589 3.0333 -1.8890 0.1431
```

Energy relative to the best compared isomer or geometry (same formula, charge and spin), kcal per mole: 0.40
Kohn-Sham gap, eV: 8.5
SMILES: CC(C)C(=O)Oc1ccc(CO)cc1[C@@H](CCN(C(C)C)C(C)C)c1ccccc1
Charge: 0
HOMO, eV: -7.782

***

This record from OMol25 describes 2 unconnected molecules or ions with the total composition C3H7O2S2 in a non-equilibrium geometry. The level of theory is ωB97M-V/def2-TZVPD.

```
14
Properties=species:S:1:pos:R:3:lowdin_charge:R:1
C -1.0148 -1.1135 0.9259 -0.2225
C 0.2090 -0.3647 -1.1290 -0.1882
C -1.1274 -0.2555 -0.3601 -0.9274
O 2.2093 2.5098 1.8771 -0.4629
O 3.1881 2.3452 -0.3375 -0.4496
S -2.6322 -0.7785 -1.3284 0.0929
S 1.9520 2.1954 0.4358 0.9283
H 0.1254 -1.2880 1.2608 0.0726
H -1.4210 -2.1324 0.9340 0.0300
H -1.4095 -0.5636 1.9136 0.0829
H -0.1801 -0.2850 -2.1591 0.0401
H 0.9257 0.3463 -0.7426 -0.0345
H 0.5357 -1.3641 -0.9979 0.0422
H -1.3601 0.7486 -0.2927 -0.0039
```

Energy relative to the best compared isomer or geometry (same formula, charge and spin), kcal per mole: 63.53
Kohn-Sham gap, eV: 3.5
Charge: -1
HOMO, eV: -2.557

***

This record from OMol25 describes a molecular structure, C35H66BFIN2O17PS3 in a non-equilibrium geometry. The level of theory is ωB97M-V/def2-TZVPD.

```
127
Properties=species:S:1:pos:R:3:lowdin_charge:R:1
C 8.0123 -1.8573 -1.5021 -0.1375
C 7.3606 -0.5645 -0.7691 -0.2601
C 7.3294 0.7349 -1.7008 -0.2298
C 5.8363 1.3358 -1.9162 -0.2100
C 4.8706 0.2049 -2.5091 -0.2070
C 3.9066 0.7037 -3.6811 -0.2032
C 2.7827 1.7408 -3.2298 -0.2002
C 1.6736 1.0879 -2.2299 -0.1786
C 0.7693 2.2581 -1.6500 -0.1545
C -0.7697 1.8714 -1.2667 -0.2789
C -1.4258 3.3620 -1.1270 -0.5574
I -3.5636 3.4628 -0.6032 1.0403
C -1.4432 4.3256 -2.3808 -0.3593
C -2.0529 5.7832 -1.9729 -0.1943
C -1.4751 1.2139 -2.5825 -0.3290
P -0.8627 1.7190 -4.3009 0.4508
S -2.4207 2.0102 -5.4942 0.1499
C -1.8202 -0.3588 -2.6018 -0.3456
C -3.4059 -0.5388 -2.2983 -0.2000
C -4.0392 -1.9212 -2.7690 -0.4255
S -5.2624 -2.4115 -1.4197 0.9101
C -5.2507 -4.2581 -1.5442 -0.5240
N -4.0449 -4.9918 -1.7144 0.0001
N -4.3623 -6.2989 -1.8151 -0.0084
C -5.7598 -6.4585 -1.6740 -0.0740
O -6.3220 -5.1625 -1.5006 -0.0466
C -1.3094 -1.2207 -3.8418 -0.2215
O -2.1051 -1.1605 -5.0364 -0.2152
O -1.8120 -2.3361 -5.6990 -0.0267
S -0.9953 -1.2885 -1.1842 0.7844
O 0.4216 -1.6593 -1.4741 -0.2700
O -1.6863 -2.6158 -0.9197 -0.2889
O -1.3542 -0.3233 0.0532 -0.2249
C -0.7782 1.0279 0.0822 -0.1862
B 0.6470 0.7405 0.8798 -0.4775
O 1.5565 1.7515 1.3533 0.0874
O 1.0804 -0.6048 1.2335 0.0924
C -1.6474 1.5378 1.3592 -0.2396
C -1.2379 2.8690 2.0776 -0.0553
F -1.3580 0.5019 2.3783 -0.0688
H 7.9611 -2.7333 -0.7582 0.0742
H 7.4302 -2.1481 -2.4429 0.0659
H 9.1059 -1.6979 -1.7725 0.0713
H 8.0498 -0.3733 0.1338 0.1032
H 6.3526 -0.8554 -0.3271 0.1006
H 7.8128 0.5528 -2.7210 0.1106
H 7.9921 1.5260 -1.1899 0.1062
H 5.9482 2.2326 -2.6220 0.1102
H 5.5156 1.6824 -0.8660 0.1094
H 5.5597 -0.5886 -2.9809 0.1117
H 4.2939 -0.2764 -1.6577 0.1031
H 3.4183 -0.1446 -4.2581 0.1128
H 4.5804 1.2659 -4.4292 0.1173
H 2.2365 2.1923 -4.1386 0.1007
H 3.2507 2.6144 -2.6704 0.1128
H 2.2976 0.5145 -1.4675 0.1065
H 1.1358 0.3173 -2.8631 0.0761
H 0.8254 3.0167 -2.5168 0.0787
H 1.2693 2.8988 -0.8331 0.1315
H -0.7491 3.8878 -0.3556 0.1037
H -0.4738 4.5758 -2.9012 0.0923
H -2.1821 3.9058 -3.1597 0.0620
H -3.1191 5.9268 -2.3629 0.0609
H -1.9310 6.0230 -0.8710 0.0622
H -1.4404 6.5880 -2.5282 0.0808
H -2.5160 1.7170 -2.6124 0.0483
H -0.2279 3.0201 -4.3505 -0.0109
H 0.1235 0.8579 -4.8793 0.0069
H -3.6321 -0.4054 -1.1767 0.1011
H -4.0355 0.2711 -2.8208 0.1303
H -4.5695 -1.8190 -3.7761 0.1027
H -3.3255 -2.7967 -2.8504 0.0666
H -6.2994 -7.4523 -1.6861 0.1366
H -1.3750 -2.3228 -3.4987 0.1373
H -0.1778 -1.0813 -4.0165 0.1230
H -1.8244 -2.1722 -6.6648 0.1263
H 2.4111 1.5391 0.9064 0.1233
H 0.8777 -0.7629 2.1857 0.1221
H -2.7733 1.3603 1.2202 0.1145
H -1.0527 2.7093 3.2013 0.1173
H -0.3316 3.4223 1.6856 0.0565
H -2.1107 3.6183 2.0348 0.0631
C -3.8436 -4.3771 1.6698 -0.0554
C -5.2492 -4.3394 2.2378 -0.2030
O -5.6419 -5.6314 2.7216 0.0407
C -5.1353 -5.9737 3.9124 -0.5763
O -4.4068 -5.2941 4.5957 0.0923
O -5.5561 -7.2135 4.2065 0.0066
C -5.0037 -7.7389 5.4122 -0.0433
H -3.7557 -5.1610 0.9144 0.0702
H -3.5838 -3.4180 1.2171 0.0692
H -3.1072 -4.6008 2.4454 0.0730
H -5.9537 -4.0737 1.4458 0.1098
H -5.3489 -3.5852 3.0235 0.1252
H -5.1594 -7.0578 6.2511 0.0968
H -3.9397 -7.9430 5.2754 0.1000
H -5.5121 -8.6780 5.6316 0.0930
C -1.4548 -4.7518 5.5042 -0.0604
C -1.1777 -3.2645 5.3991 -0.2044
O 0.0922 -2.9313 5.9796 0.0302
C 1.1633 -3.2120 5.2248 -0.5963
O 1.1478 -3.6981 4.1208 0.1212
O 2.2635 -2.8792 5.9202 -0.0021
C 3.4836 -3.2198 5.2650 -0.0490
H -1.3585 -5.0885 6.5401 0.0843
H -2.4616 -4.9810 5.1474 0.0436
H -0.7404 -5.3314 4.9144 0.0790
H -1.9329 -2.7149 5.9652 0.1246
H -1.2329 -2.9153 4.3643 0.1215
H 3.5174 -2.8155 4.2514 0.0941
H 3.6072 -4.3045 5.2501 0.0994
H 4.3033 -2.7846 5.8373 0.0919
C 2.0327 5.7012 2.8869 -0.0537
C 1.9821 5.2392 1.4434 -0.2183
O 1.2963 6.1936 0.6207 0.0215
C 2.0071 7.2794 0.2790 -0.5921
O 3.1496 7.5068 0.5900 0.1264
O 1.2171 8.0820 -0.4512 -0.0042
C 1.8232 9.3261 -0.7996 -0.0439
H 1.0289 5.9360 3.2505 0.0839
H 2.4697 4.9293 3.5233 0.0843
H 2.6289 6.6103 2.9913 0.0772
H 1.4152 4.3082 1.3814 0.0755
H 2.9813 5.0347 1.0490 0.1294
H 2.7906 9.1760 -1.2825 0.0972
H 1.9307 9.9492 0.0905 0.1004
H 1.1625 9.8348 -1.5018 0.0939
```

Kohn-Sham gap, eV: 8.5
Charge: 0
HOMO, eV: -8.666

***

This record from OMol25 describes a single C7H10O molecule in a non-equilibrium geometry. The level of theory is ωB97M-V/def2-TZVPD.

```
18
Properties=species:S:1:pos:R:3:lowdin_charge:R:1
C -0.6279 -1.9251 -1.3245 0.0352
C 1.3093 1.6138 1.3581 -0.0024
C -1.7783 0.7531 1.1633 0.0218
C 0.2925 -1.0355 -1.0294 -0.1339
C 1.0884 0.3900 0.9067 -0.1223
C -1.2028 0.8404 -0.0224 -0.1072
C 0.2164 0.3368 -0.4297 -0.3834
O 0.9498 1.3069 -1.4203 -0.0658
H -0.3713 -2.9301 -1.7160 0.0747
H -1.6348 -1.7354 -1.3423 0.0274
H 1.8443 1.7369 2.3310 0.0799
H 0.9844 2.4775 0.7854 0.0791
H -2.6830 1.0213 1.6423 0.0453
H -1.1673 0.3175 2.0217 0.0821
H 1.3220 -1.3176 -1.1687 0.1044
H 1.5015 -0.5167 1.3643 0.1135
H -1.8244 1.1618 -0.8131 0.0921
H 1.8039 1.4839 -1.0041 0.0594
```

Energy relative to the best compared isomer or geometry (same formula, charge and spin), kcal per mole: 78.99
Kohn-Sham gap, eV: 10.8
SMILES: C=CC(O)(C=C)C=C
Charge: 0
HOMO, eV: -9.780

***

> Which formula does entry 1 have?

C26H37NO3

***

> Among the records above, which one has the highest HOMO?

C3H7O2S2

***

> Among the records above, which one has the lowest charge?

C3H7O2S2